13
Properties=species:S:1:pos:R:3:mulliken_charge:R:1 method="wB97M-V/def2-TZVPD" de_lowest_ev=2.210 orbital_gap_ev=10.039 total_energy_ha=-385.79232 max_force_ev_per_a=5.75 smiles="C/C=N/C(=O)CF" lumo_energy_ev=0.625
C -1.73 1.25 1.02 -0.864
C -0.56 0.95 0.07 0.214
N 0.46 0.24 0.26 -0.236
C 1.54 -0.07 -0.38 0.371
O 2.59 0.46 -0.55 -0.510
C 1.29 -1.84 -0.78 -0.200
F 0.45 -2.44 0.18 -0.277
H -1.60 2.30 1.53 0.261
H -1.91 0.57 1.87 0.285
H -2.63 1.42 0.31 0.258
H -0.88 1.34 -0.99 0.236
H 2.30 -2.36 -0.79 0.252
H 0.68 -1.83 -1.74 0.208



39
Properties=species:S:1:pos:R:3:mulliken_charge:R:1 method="wB97M-V/def2-TZVPD" charge=+2 orbital_gap_ev=5.169 total_energy_ha=-2604.91951 max_force_ev_per_a=3.58 lumo_energy_ev=-8.358
Ir 0.12 -0.05 -0.03 1.183
C -3.04 -0.14 -1.27 -0.637
C -3.13 0.38 0.14 -0.814
S -1.71 1.35 0.70 -0.040
C -1.74 2.74 -0.47 -0.613
C -0.38 3.02 -1.04 -0.799
S 0.49 1.61 -1.76 -0.089
C -0.64 1.07 -3.08 -0.585
C -0.87 -0.41 -3.05 -0.865
S -1.50 -1.08 -1.49 0.033
H -3.10 0.64 -2.02 0.401
H -3.87 -0.82 -1.44 0.494
H -3.18 -0.45 0.85 0.450
H -4.02 0.99 0.28 0.486
H -2.08 3.62 0.07 0.536
H -2.48 2.52 -1.24 0.383
H 0.30 3.38 -0.27 0.342
H -0.45 3.80 -1.80 0.512
H -0.17 1.33 -4.03 0.543
H -1.56 1.66 -3.01 0.414
H 0.06 -0.96 -3.20 0.404
H -1.56 -0.70 -3.84 0.506
I 1.29 -5.11 -0.14 0.175
C 2.57 -3.51 -0.02 -0.456
C 3.97 -3.67 -0.01 -0.355
C 4.82 -2.60 0.06 -0.294
I 6.86 -2.94 0.05 0.219
C 4.29 -1.29 0.13 0.678
C 5.04 -0.11 0.21 -0.393
C 4.40 1.11 0.31 -1.041
C 3.01 1.16 0.32 0.195
N 2.26 0.05 0.22 -0.587
C 2.89 -1.15 0.14 0.132
C 2.02 -2.24 0.04 0.857
O 0.70 -1.99 0.00 -0.863
H 4.38 -4.67 -0.06 0.390
H 6.12 -0.16 0.19 0.267
H 4.96 2.03 0.38 0.410
H 2.49 2.10 0.42 0.416



HOMO energy, respectively: -9.4, -13.5 eV.